Here is C30H21F5N4O2PS4SeW as an isolated structure from the OMol25 dataset. Energies are from ωB97M-V/def2-TZVPD.

Computed properties:
**Spin multiplicity**: 2
**LUMO energy (alpha / beta)**: -2.44 / -2.00 eV
**ΔE to the lowest compared entry with this formula, charge and spin**: 0.0 kcal/mol
**Orbital gap (alpha / beta)**: 5.4929 / 6.1452 eV
**⟨S²⟩**: 0.78
**Max |F|**: 5.96 eV Å⁻¹

Element x y z (Å)
W (-0.503, 0.119, -0.582)
C (2.946, 5.463, -1.755)
C (2.979, 4.518, -0.578)
O (2.621, 3.121, -1.012)
P (1.852, 2.234, 0.062)
S (1.915, 0.354, -0.684)
S (-0.128, 2.725, 0.162)
O (2.676, 2.533, 1.346)
C (2.481, 2.087, 2.731)
C (2.776, 3.274, 3.566)
H (3.370, 6.453, -1.510)
H (1.930, 5.568, -2.150)
H (3.608, 5.077, -2.558)
H (2.259, 4.800, 0.240)
H (4.007, 4.349, -0.166)
H (3.218, 1.271, 2.893)
H (1.449, 1.682, 2.806)
H (3.804, 3.657, 3.419)
H (2.728, 3.035, 4.676)
H (2.037, 4.076, 3.423)
S (-2.471, 1.468, -1.044)
C (-3.214, -0.051, -1.551)
S (-2.328, -1.458, -0.985)
C (-4.365, -0.120, -2.324)
C (-4.769, 1.094, -2.936)
N (-5.095, 2.027, -3.514)
C (-5.196, -1.252, -2.478)
N (-5.983, -2.074, -2.593)
F (-3.321, -5.836, 1.601)
C (-2.024, -5.607, 1.062)
C (-0.894, -5.272, 1.807)
F (-0.495, -5.942, 2.860)
C (-0.060, -4.265, 1.184)
F (0.946, -3.940, 1.969)
C (-0.291, -3.836, -0.162)
Se (0.628, -2.548, -1.294)
C (-0.841, -4.933, -0.990)
F (-0.772, -4.832, -2.283)
C (-1.432, -6.028, -0.188)
F (-2.231, -7.081, -0.767)
C (2.242, -1.648, 4.301)
C (2.631, -1.431, 2.968)
C (1.673, -1.164, 2.007)
C (0.346, -0.738, 2.355)
C (-0.735, -0.195, 1.506)
C (-1.946, 0.160, 2.084)
C (-2.161, 0.253, 3.475)
C (-1.175, -0.160, 4.312)
C (0.022, -0.759, 3.780)
C (0.980, -1.292, 4.681)
H (2.950, -2.059, 5.053)
H (3.670, -1.495, 2.710)
H (1.870, -1.399, 0.985)
H (-2.760, 0.482, 1.434)
H (-3.137, 0.608, 3.854)
H (-1.290, -0.137, 5.388)
H (0.700, -1.352, 5.733)
N (-1.225, 1.306, -8.157)
C (-0.961, 1.016, -7.076)
C (-0.692, 0.653, -5.708)
C (-0.093, 1.579, -4.879)
C (-0.008, 1.352, -3.523)
N (-0.460, 0.219, -2.946)
C (-0.996, -0.753, -3.761)
C (-1.151, -0.566, -5.113)
H (0.327, 2.496, -5.286)
H (0.435, 2.074, -2.819)
H (-1.282, -1.665, -3.267)
H (-1.590, -1.296, -5.793)